[1]
Density functional theory data (ωB97M-V with the def2-TZVPD basis set) for a structure of composition C28H57AlCl18F3O3Si.

The geometry in XYZ format:
```
111
Properties=species:S:1:pos:R:3:forces:R:3
C -0.775607 6.647095 -5.024217 -0.2678 0.8889 0.2349
Si -1.305664 4.773055 -5.214447 1.4830 -0.3397 -0.6045
C -3.046019 4.621737 -6.025279 -1.5281 -0.8994 -0.1482
C -0.042774 4.036335 -6.526343 0.5656 -1.1028 0.4838
O -1.076866 3.824527 -3.753765 -2.1454 1.0607 -1.8050
C -2.340366 3.551995 -3.052394 -0.1576 -0.1799 2.7541
C -2.052171 2.493196 -1.815732 -1.7668 0.8256 -0.0572
Al -0.678450 1.032279 -2.244900 0.9678 -0.4211 1.6054
O -0.382620 0.088973 -0.598449 1.1169 2.0101 -0.9556
C -1.373809 -0.415280 -3.568896 -0.9235 -0.7502 -2.1779
C -1.048421 0.007285 -5.131196 4.9216 -1.7460 1.6031
O 0.219218 -0.123403 -5.543612 -7.0827 0.9706 1.4064
C 1.195455 1.766357 -2.775034 0.7731 0.7337 -0.0217
C 2.375802 0.627025 -2.742903 0.3657 0.5211 0.3396
C 3.567732 0.843481 -3.854522 -0.2587 -0.0596 0.7019
F 3.556254 2.187674 -4.504472 0.4999 -4.4861 1.6101
F 4.884614 0.712777 -3.149114 -3.1623 0.3710 -2.6955
F 3.457926 -0.225850 -4.876202 1.0734 3.4723 2.4273
H -1.672024 7.359968 -4.778592 1.5875 -1.2890 -0.3459
H -0.299187 7.048596 -6.032338 -0.8462 -0.9359 2.0954
H 0.009222 6.674239 -4.156346 -1.8212 0.3553 -2.0677
H -3.298918 3.463314 -6.148275 0.5079 2.3891 0.1786
H -3.109379 5.102266 -7.109511 0.2107 -0.8644 2.4145
H -3.884881 5.051661 -5.319222 1.5186 -0.6977 -1.5508
H 1.025149 4.523517 -6.397971 -2.1482 -0.9306 -0.4967
H 0.080260 2.892091 -6.227220 -0.1636 2.2378 -0.8243
H -0.445323 4.095317 -7.624319 0.9220 0.0148 2.0328
H -2.666954 4.573567 -2.530518 0.1663 -1.9575 -1.4418
H -3.183706 3.074238 -3.708261 1.6426 1.1637 0.8841
H -1.831805 3.058155 -0.789535 -0.3105 -1.0316 -2.2411
H -3.090151 1.934075 -1.629681 1.9584 1.1289 -0.2881
H 0.377451 0.626606 -0.186336 -2.1945 -1.5220 -1.1458
H -0.860292 -1.449498 -3.276515 -0.8275 2.2820 -0.8162
H -2.541945 -0.522419 -3.382983 2.2120 0.2044 -0.5892
H -1.931759 0.434904 -5.772556 1.7516 -0.5344 0.8102
H 1.511978 2.618102 -2.001317 -0.6676 -2.0388 -2.1238
H 1.059845 2.306511 -3.812525 0.5948 -1.2131 1.8864
H 1.994814 -0.476642 -2.856304 0.7476 2.2024 -0.0967
H 2.890214 0.689745 -1.668993 -0.8897 -0.1719 -2.4809
Cl 1.665738 0.748461 1.343305 0.9288 0.2771 0.8234
C 1.040896 -0.054413 2.805581 -0.2419 -0.1626 0.1245
C -0.059383 0.751596 3.477012 -0.1770 -0.3868 -0.1821
Cl 0.557570 2.255006 4.206444 0.0625 0.1243 0.0536
H 1.882997 -0.229610 3.482544 -0.1715 0.1454 -0.1412
H 0.650412 -1.026790 2.490023 -0.0329 0.2853 -0.0163
H -0.506611 0.167588 4.286846 0.1770 0.0311 -0.0973
H -0.852780 1.017306 2.771474 0.2963 -0.0141 0.0393
Cl 0.078827 3.465773 7.929068 0.2540 -0.2308 0.2814
C 1.350472 2.651544 8.874177 0.1206 -0.1094 0.0695
C 2.115422 1.630808 8.047113 0.2694 0.2555 0.1034
Cl 1.113058 0.220362 7.624205 -0.0624 -0.0117 -0.0298
H 0.880739 2.191302 9.749183 0.0755 0.0133 -0.2512
H 2.032153 3.432217 9.225506 -0.0303 -0.1605 -0.1301
H 2.968007 1.252732 8.619009 -0.1749 0.0588 -0.0188
H 2.495982 2.067493 7.118488 -0.2370 -0.0810 0.1421
Cl 0.267862 -3.080417 4.414351 -0.0447 -0.0149 0.0343
C 0.679307 -3.534574 6.086995 0.0631 -0.1004 0.3149
C -0.327615 -4.505655 6.682138 0.2403 -0.1026 -0.0649
Cl -1.912186 -3.742604 6.964678 -0.0535 0.0528 -0.0230
H 0.753468 -2.617034 6.679219 -0.1041 -0.1837 -0.1547
H 1.669710 -3.998888 6.054046 -0.2020 -0.0138 0.0026
H 0.029068 -4.862499 7.652885 -0.0156 0.0831 -0.1660
H -0.480156 -5.375430 6.035541 0.0010 0.3796 0.1481
Cl 0.981643 -7.552864 5.912612 0.1862 -0.0666 0.0037
C -0.080263 -8.981980 5.969743 -0.4163 -0.1185 0.0610
C -1.514715 -8.617491 6.316985 0.1140 -0.1158 -0.2844
Cl -1.678488 -8.060478 8.000986 -0.0011 0.0900 0.0657
H 0.341809 -9.689708 6.690218 -0.0929 0.2303 -0.0569
H -0.042992 -9.443442 4.978161 -0.1326 0.6513 0.6612
H -2.157690 -9.496234 6.210670 0.1810 0.0888 0.0109
H -1.901655 -7.831927 5.660454 0.1501 -0.1113 0.1684
Cl -1.514015 -9.491172 1.255881 0.0182 -0.0138 0.0782
C 0.251698 -9.650619 1.429430 0.2434 0.0056 0.0126
C 0.650135 -10.984599 2.040026 0.1617 -0.0144 -0.5011
Cl 0.172700 -11.110472 3.751503 0.0607 -0.7427 -0.5799
H 0.610998 -8.808824 2.029756 -0.1177 -0.2142 -0.0642
H 0.677668 -9.558583 0.425612 -0.0580 -0.1150 0.1842
H 1.737633 -11.099024 2.005906 -0.1757 0.1071 0.0412
H 0.202951 -11.825101 1.500167 -0.0088 0.2385 0.1600
Cl 1.783315 5.865830 -3.273337 0.8092 -0.3487 0.4904
C 1.287882 6.483686 -1.677691 -0.0537 0.1234 0.2086
C 2.089773 5.860143 -0.546653 0.0283 0.1599 0.0558
Cl 1.710745 4.133774 -0.325458 0.0680 0.4413 0.3228
H 0.215217 6.299769 -1.560757 0.2230 -0.1294 -0.0411
H 1.447342 7.566213 -1.694356 0.0595 -0.1676 0.0463
H 1.851651 6.359586 0.397150 -0.0530 -0.0166 -0.1772
H 3.166936 5.952027 -0.717357 -0.2524 -0.0595 -0.0799
Cl -1.869574 5.289169 6.565113 -0.3116 0.2868 -0.1702
C -3.244295 5.759802 7.595612 -0.1664 0.0186 0.0819
C -3.594591 7.231736 7.448005 -0.2692 -0.2019 -0.0987
Cl -2.337555 8.294028 8.129429 0.0358 0.0162 -0.0127
H -2.994712 5.506399 8.630795 0.0321 0.1317 -0.2240
H -4.094509 5.142304 7.289995 0.1069 0.1795 -0.0017
H -4.520125 7.449659 7.989120 0.1648 -0.0976 -0.0278
H -3.740958 7.508466 6.399263 0.1529 -0.1078 0.2199
Cl -4.702511 -2.837730 -4.464652 -0.0407 -0.0365 -0.0163
C -3.430866 -3.651960 -3.519543 0.2956 -0.1154 0.2201
C -2.665916 -4.672695 -4.346607 0.2395 0.3824 0.1350
Cl -3.668280 -6.083142 -4.769514 -0.0817 -0.1071 -0.0645
H -3.900599 -4.112202 -2.644537 0.0381 0.0235 -0.2809
H -2.749185 -2.871288 -3.168214 -0.0551 -0.1239 -0.1783
H -1.813331 -5.050772 -3.774712 -0.1912 0.0979 -0.0188
H -2.285356 -4.236010 -5.275232 -0.1929 -0.0629 0.2016
Cl 6.581211 -1.308357 -9.244280 0.0972 -0.0516 -0.1065
C 5.429902 -0.239656 -8.404253 -0.3105 0.2373 0.2713
C 3.988336 -0.537829 -8.783808 0.0397 -0.0325 0.4552
Cl 3.630310 -0.090020 -10.470292 0.0279 -0.0188 -0.1265
H 5.700820 0.796263 -8.631380 -0.0917 -0.2714 -0.0564
H 5.573470 -0.401182 -7.331468 -0.1392 -0.0233 -0.1910
H 3.309826 0.042646 -8.151682 0.1803 -0.0604 -0.0593
H 3.748416 -1.597984 -8.655845 0.1319 0.2398 -0.0938
```
Positions in Å, forces in eV/Å.

Results
Net charge ... -1
Gap between HOMO and LUMO ... 6.73 eV
LUMO energy ... 1.48 eV
Spin multiplicity ... 1



[2]
Density functional theory data (ωB97M-V with the def2-TZVPD basis set) for a cluster of 2 separate species, C28H57F3NO5PS in total.

The geometry in XYZ format:
```
96
Properties=species:S:1:pos:R:3:forces:R:3
C 1.813449 -4.618145 2.547839 0.0376 -0.5196 -0.6075
C 1.032246 -5.705320 1.766318 0.3083 0.9584 0.6221
C -0.417943 -5.217643 1.560559 0.5523 -1.0530 -0.5593
C -1.135219 -6.125920 0.522419 1.1543 0.2373 0.2559
C -0.957511 -5.552738 -0.890505 -0.8903 -0.4633 -0.4892
C -2.098953 -4.615574 -1.387772 0.9896 0.2055 0.8849
C -2.962165 -3.967139 -0.297285 -1.1447 0.0002 -1.0511
C -4.193107 -3.329586 -1.005226 0.7405 0.4789 0.5706
C -3.971483 -1.835964 -1.374727 -0.8847 -0.2722 -0.2866
C -4.990134 -0.985251 -0.611837 0.1517 0.8580 0.4386
C -4.829222 0.538860 -0.785522 1.3997 -0.2458 0.4384
C -3.517750 1.106292 -0.130848 -0.4931 0.1252 -0.5293
C -3.651593 2.632391 0.037221 0.4346 -0.0675 0.2686
C -2.418273 3.453180 0.500736 -0.1005 -0.1705 -0.1273
C -1.219467 3.553629 -0.484945 -0.2381 -0.5636 0.6073
C -0.121545 2.475364 -0.336069 -1.6037 -0.4346 -0.2635
N 1.012263 2.900168 0.538216 -0.1854 0.3857 -0.4828
C 0.529968 3.378061 1.863481 -0.1407 0.1358 1.5232
C 1.647921 3.688084 2.902613 -0.5563 0.1060 0.2605
O 2.786494 2.859822 2.864891 -0.3993 0.3626 -0.4429
C 3.206194 2.732954 1.499018 0.4496 -0.4271 1.0564
C 4.611912 2.157583 1.515663 0.4093 0.3382 -0.4680
C 5.401141 2.420619 0.205633 0.3612 0.1398 0.2956
C 6.848822 2.942367 0.477073 0.0050 -1.2086 -0.9200
C 7.862076 1.996391 -0.216034 -0.0267 0.3727 -0.3482
C 8.052556 2.306542 -1.720096 0.6941 -0.3712 -0.3765
C 9.479960 2.812373 -2.074474 -0.6380 0.0277 -0.0100
C 2.089326 1.905857 0.814800 0.4266 -1.1643 0.8266
P 2.593819 0.824564 -0.634713 0.8069 0.4112 -2.7862
C 1.240255 -0.379824 -1.000428 0.3049 0.4504 0.8872
O 3.827731 -0.208709 -0.187293 -1.3693 0.8052 0.9793
H 1.448284 -4.597105 3.574018 0.0455 0.3431 0.0141
H 2.889909 -4.805462 2.556493 -0.0563 -0.1226 0.1295
H 1.673278 -3.653933 2.044202 -0.0853 0.0076 0.3105
H 1.542510 -5.902720 0.819205 -0.2139 0.0169 -0.0772
H 1.073583 -6.621945 2.358278 -0.1923 -0.1335 -0.1728
H -0.325253 -4.207608 1.147110 -0.4416 0.0609 0.3265
H -0.904234 -5.227849 2.536364 -0.1714 0.3159 -0.0685
H -2.162262 -6.355714 0.793787 -0.1040 0.1911 -0.1895
H -0.595910 -7.079743 0.542542 -0.2020 -0.0595 0.0736
H 0.010223 -5.051565 -1.004203 -0.0226 -0.0937 0.3077
H -0.928662 -6.405455 -1.576922 0.1243 0.1228 -0.0751
H -2.709322 -5.122299 -2.134516 -0.1908 -0.1315 0.2728
H -1.624526 -3.794606 -1.918814 0.0125 0.1883 -0.3348
H -2.443996 -3.177690 0.254819 0.1819 -0.2064 0.0511
H -3.366887 -4.682908 0.417905 0.3319 -0.1494 0.0263
H -4.422571 -3.935997 -1.880701 -0.2217 0.0976 0.0183
H -5.030817 -3.385153 -0.308301 -0.1573 0.0256 -0.2416
H -4.146412 -1.668018 -2.442952 0.0876 -0.0707 -0.0001
H -2.937924 -1.528636 -1.178437 0.0067 -0.0415 0.1392
H -6.020597 -1.245105 -0.890994 0.3786 -0.0676 0.0153
H -4.867234 -1.191119 0.462322 -0.1821 -0.1011 -0.0560
H -4.717909 0.763360 -1.850614 -0.6013 0.1922 0.0159
H -5.647498 1.086431 -0.318714 -0.3421 -0.1964 -0.3740
H -3.354104 0.633108 0.846245 0.1024 0.0387 -0.0776
H -2.690548 0.843428 -0.802573 0.1891 0.0259 0.1854
H -4.046469 3.087972 -0.875751 -0.0041 -0.1131 -0.0435
H -4.409134 2.778718 0.813488 -0.0721 0.1312 -0.1648
H -2.770057 4.475692 0.669739 0.0245 -0.0830 0.1155
H -2.096349 3.057776 1.468176 0.0127 0.0745 0.0090
H -0.739748 4.532881 -0.386471 -0.1419 0.0723 -0.3380
H -1.645802 3.436550 -1.481648 0.2593 0.2793 -0.1353
H 0.178384 2.175193 -1.339830 0.8462 0.2769 0.2561
H -0.559000 1.574585 0.101069 0.1164 0.0560 0.2364
H 1.464127 3.696003 0.081871 0.0039 -0.0208 -0.1640
H -0.080623 4.278153 1.790767 0.1178 -0.0483 -0.4636
H -0.137071 2.628375 2.289704 0.1923 -0.3288 -0.4035
H 1.193134 3.541048 3.883902 -0.0327 0.0412 -0.0577
H 1.879662 4.760642 2.848735 0.4709 -0.1620 -0.2283
H 3.269145 3.771883 1.133825 -0.0734 -0.2578 -0.5612
H 4.610661 1.107961 1.808478 -0.0292 -0.0014 -0.0753
H 5.162037 2.684877 2.297667 -0.3740 0.0200 0.1636
H 5.517852 1.517924 -0.390137 -0.3426 -0.0418 0.0742
H 4.852564 3.126506 -0.426824 0.0325 0.0196 0.0938
H 7.086208 2.942158 1.540510 -0.2087 0.3840 0.0317
H 6.973134 3.919112 0.008116 0.0732 0.2107 0.5090
H 8.829425 2.055381 0.289568 -0.0409 0.0320 -0.0452
H 7.538327 0.953728 -0.149173 -0.0744 0.0976 0.3733
H 7.926105 1.392639 -2.307539 -0.2087 -0.0326 0.1905
H 7.288159 2.991594 -2.097634 0.0451 0.0637 0.1416
H 10.168252 2.477007 -1.299219 0.1657 0.1824 -0.1092
H 9.508379 3.897697 -2.178680 0.1637 -0.0006 0.2567
H 9.817470 2.402422 -3.027034 -0.0246 0.0028 0.0269
H 1.680763 1.255792 1.602891 0.0459 0.1679 -0.0097
H 0.789892 -0.800526 -0.098899 -0.2380 -0.1345 -0.1618
H 0.505623 0.070169 -1.664373 -0.1111 -0.0410 0.1675
H 1.742863 -1.159917 -1.563496 0.0935 -0.1535 0.0006
H 3.593724 -0.636494 0.649677 0.3167 -0.4297 -0.0751
C -9.236991 1.358079 -1.715552 -0.0811 0.2110 -0.0680
F -9.631850 1.568601 -2.978313 0.0390 -0.1382 -0.1351
F -8.174330 2.160513 -1.504702 0.1898 -0.0605 0.0621
F -10.219872 1.807336 -0.924805 -0.0522 -0.1052 0.1669
S -8.841673 -0.416663 -1.395678 0.1656 -1.5476 0.2496
O -7.769951 -0.727532 -2.326757 0.0176 0.5887 -0.0981
O -10.075715 -1.115328 -1.666420 -0.2059 0.4938 -0.1415
O -8.434140 -0.457493 -0.003499 0.0929 0.6048 -0.0323
```
Positions in Å, forces in eV/Å.

Results
Gap between HOMO and LUMO ... 6.14 eV
LUMO energy ... -1.16 eV
Spin multiplicity ... 1